DFT (wB97M-V/def2-TZVPD) results for the molecule C3H7N3O2 at a distorted geometry.

Its total charge is 0. As for the spin multiplicity: 1. The value obtained for the largest force on an atom is 3.93 eV Å⁻¹. The total energy is -433.20474 Ha. Its LUMO energy is 0.65 eV. Its SMILES is [H]/N=C(/N)ONC(C)=O.

XYZ file:
```
15
Properties=species:S:1:pos:R:3:mulliken_charge:R:1
O -1.74428 -1.76244 -1.37443 -0.655
O 0.90634 -0.12751 0.24432 -0.272
N 0.19287 2.04405 -0.28082 -0.735
N 2.11108 1.62842 1.00477 -0.396
N 0.09284 -0.69676 -0.68342 -0.276
C 1.07648 1.27335 0.24029 0.658
C -1.54613 -1.18238 0.96177 -0.940
C -1.09140 -1.25804 -0.44235 0.620
H -2.59799 -1.32870 0.86189 0.338
H -0.39992 1.54528 -0.90399 0.266
H -1.48919 -0.16246 1.29931 0.316
H 0.20411 -0.35108 -1.57610 0.322
H 2.17296 2.55917 1.34165 0.264
H 2.51869 0.92919 1.55010 0.213
H -1.11643 -1.89933 1.62611 0.278
```

***

DFT (wB97M-V/def2-TZVPD) results for a cluster of 8 separate species, C6H27BrNO7 in total at a distorted geometry.

Its total charge is -1. As for the spin multiplicity: 1. The value obtained for the largest force on an atom is 2.75 eV Å⁻¹. The total energy is -3400.32019 Ha. Its LUMO energy is 2.98 eV.

XYZ file:
```
42
Properties=species:S:1:pos:R:3:mulliken_charge:R:1
Br -1.17616 0.29686 -0.70463 -0.966
O -2.46616 -2.37257 1.10473 -0.621
O -0.82832 1.99250 -3.62153 -0.605
O 0.15065 -2.05301 -2.66735 -0.601
O 3.97494 -2.87410 0.42971 -0.278
O -2.05247 1.27978 2.57208 -0.617
O 2.14301 1.32392 -1.44672 -0.575
O -4.35801 1.68915 -1.54364 -0.527
N 1.20304 -1.83618 0.44181 -0.489
C 3.42645 -2.08169 1.54452 -0.970
C 5.29387 -3.48147 0.63734 -0.764
C 2.32465 -1.11094 1.01316 0.523
C -3.87635 2.87937 -1.12577 0.155
C 1.75228 -0.36658 2.22601 -1.417
C -5.04506 3.88445 -0.95354 -1.257
H -2.63508 0.57865 2.86399 0.294
H -5.45559 4.09694 -1.94066 0.293
H 1.47471 -1.07117 3.00998 0.409
H 2.27295 2.25998 -1.59884 0.281
H 5.98049 -2.67179 0.88444 0.316
H -3.73743 0.96845 -1.41302 0.277
H -3.40034 2.81740 -0.14716 0.176
H 2.48621 0.26248 2.72974 0.397
H 0.86219 0.24408 2.07457 0.293
H -0.27333 2.76617 -3.52326 0.295
H -0.46361 -2.06767 -3.40132 0.280
H 5.33358 -4.10440 1.53092 0.296
H 2.61528 -0.41270 0.22824 0.408
H -2.57322 -1.74080 1.81581 0.280
H -3.10042 3.22191 -1.81039 0.217
H 4.25445 -1.52135 1.97873 0.395
H -1.83043 1.04751 1.67042 0.262
H -4.62019 4.79327 -0.52737 0.357
H 0.72456 -2.23786 1.23542 0.317
H -2.11966 -1.85744 0.37617 0.346
H 0.57687 -1.10967 0.12526 0.036
H 3.13958 -2.67907 2.40994 0.355
H -5.86372 3.61707 -0.28540 0.320
H -0.09896 -1.28005 -2.16092 0.351
H -0.92775 1.65389 -2.73176 0.242
H 5.63652 -4.00717 -0.25391 0.237
H 1.27588 1.26404 -1.04580 0.283
```